#a
Density functional theory data (ωB97M-V/def2-TZVPD) for a cluster of 2 separate species, C3H8OS in total.

```
13
Properties=species:S:1:pos:R:3:nbo_charge:R:1
S 1.508 -1.921 -2.348 -0.038
C -1.696 2.204 1.014 -0.728
H -1.502 2.998 0.367 0.238
C -1.105 0.818 0.507 0.459
H -2.842 2.063 0.988 0.232
H -0.098 0.702 0.970 0.088
H -1.327 2.459 2.087 0.225
H 1.546 -2.640 0.131 0.220
C 1.529 -1.741 -0.522 -0.757
O -1.541 0.050 -0.315 -0.511
H 0.562 -1.251 -0.332 0.236
H 2.684 -2.700 -2.490 0.127
H 2.282 -1.040 -0.056 0.209
```

Properties
Frontier orbital gap: 9.856 eV
Charge: 0
HOMO level: -8.96 eV
LUMO: 0.89 eV
SMILES: CC=O.CS

=====

#b
Density functional theory data (ωB97M-V/def2-TZVPD) for an isolated molecule of C3H8OS.

```
13
Properties=species:S:1:pos:R:3:nbo_charge:R:1
H 0.409 1.461 0.057 0.170
H -1.512 0.969 -1.358 0.210
S -2.423 -0.818 0.054 -0.100
H -0.264 0.425 1.391 0.176
H 2.210 -0.012 0.761 0.175
H 1.917 -1.756 0.220 0.194
H -1.225 -1.397 -0.220 0.157
C -1.507 0.738 -0.275 -0.512
H -2.126 1.479 0.210 0.220
C 1.832 -0.692 -0.008 -0.238
H 2.290 -0.381 -0.843 0.177
O 0.481 -0.547 -0.297 -0.548
C -0.082 0.531 0.310 -0.081
```

Properties
Frontier orbital gap: 9.700 eV
Charge: 0
HOMO level: -8.70 eV
LUMO: 1.00 eV
SMILES: COCCS

=====

Computed stability ranking, most favorable first: #a, #b

=====

#a
Density functional theory data (ωB97M-V/def2-TZVPD) for a cluster of 2 separate species, C3H8OS in total.

```
13
Properties=species:S:1:pos:R:3:nbo_charge:R:1
H 0.715 0.644 -0.804 0.219
S 2.535 1.274 0.909 -0.084
H -0.496 0.476 1.266 0.488
O -0.520 -0.475 1.096 -0.745
H -2.961 -1.004 -1.164 0.203
C 1.787 0.716 -0.694 -0.722
H -1.759 0.280 -1.186 0.204
H -2.419 -1.360 1.275 0.185
H 2.422 0.216 1.717 0.133
C -2.042 -0.642 -0.706 -0.476
H 2.317 1.133 -1.529 0.227
H 2.154 -0.317 -0.722 0.227
C -1.733 -0.941 0.542 0.141
```

Properties
Frontier orbital gap: 10.029 eV
Charge: 0
HOMO level: -9.11 eV
LUMO: 0.92 eV
SMILES: C=CO.CS

=====

#b
Density functional theory data (ωB97M-V/def2-TZVPD) for a cluster of 2 separate species, C3H8OS in total.

```
13
Properties=species:S:1:pos:R:3:nbo_charge:R:1
H 0.049 0.630 0.262 0.229
H 0.050 0.017 -1.309 0.214
H 0.900 -2.945 -1.655 0.211
H -0.693 -3.581 -1.197 0.226
C -0.412 3.162 1.890 0.284
H 1.547 -0.100 -0.333 0.217
H -0.321 3.271 2.960 0.104
H -1.453 3.096 1.530 0.105
H -0.602 -2.007 -1.996 0.212
S -0.010 -1.807 0.295 0.160
O 0.565 3.122 1.199 -0.491
C 0.474 -0.179 -0.336 -0.742
C -0.094 -2.679 -1.309 -0.727
```

Properties
Frontier orbital gap: 9.105 eV
Charge: 0
HOMO level: -8.44 eV
LUMO: 0.67 eV
SMILES: C=O.CSC

=====

#c
Density functional theory data (ωB97M-V/def2-TZVPD) for an isolated molecule of C3H8OS.

```
13
Properties=species:S:1:pos:R:3:nbo_charge:R:1
H 0.064 0.194 -1.712 0.460
C 0.025 -0.664 0.942 -0.450
H 1.958 0.719 0.895 0.228
H 1.017 1.152 -0.851 0.192
H -1.730 0.215 -0.652 0.176
C 0.846 -0.724 -0.404 0.039
H -0.354 -1.641 1.369 0.225
C 1.828 0.456 -0.367 -0.652
H 0.340 -0.242 1.843 0.208
H 1.260 -1.854 -0.530 0.202
S -1.337 0.803 0.704 -0.191
O -0.033 -0.812 -1.476 -0.694
H 2.904 0.702 -0.841 0.257
```

Properties
Frontier orbital gap: 9.865 eV
Charge: 0
HOMO level: -9.08 eV
LUMO: 0.78 eV
SMILES: C[C@H](O)CS

=====

Computed stability ranking, most favorable first: #b, #a, #c